Computed, not measured: C38H48BrF2O3P2RuSe2 as an isolated structure, with the ωB97M-V functional and the def2-TZVPD basis.

The calculated total energy comes out at -273661.187 eV. As for the multiplicity: 2. As for the relative energy (zero: lowest compared OMol25 entry of this formula, charge and spin): 15.65 kcal/mol. Its max |F| is 0.017 Eh/bohr. The HOMO energy (spin up / spin down) comes out at -7.80 / -7.62 eV. Its LUMO energy (spin up / spin down) is 0.13 / -0.25 eV.

Last column: Mulliken charge in e.
Geometry (Å):
Ru (-1.7656, 1.8020, 0.1736)  0.978
Se (0.8973, 2.0905, 0.4288)  -0.493
P (0.4455, 2.0303, 2.5485)  0.903
Se (-1.7120, 1.7142, 2.6088)  -0.629
C (1.3687, 0.7500, 3.4513)  0.503
C (0.7251, -0.2973, 4.0985)  -0.179
C (1.4653, -1.2229, 4.8257)  -0.321
C (2.8449, -1.1053, 4.9010)  -0.588
C (3.4917, -0.0668, 4.2391)  -0.707
C (2.7570, 0.8591, 3.5167)  -0.626
C (0.9339, 3.5305, 3.4332)  0.898
C (1.3387, 4.6649, 2.7433)  -0.211
C (1.6631, 5.8171, 3.4467)  -0.684
C (1.5818, 5.8351, 4.8301)  -0.458
C (1.1685, 4.7008, 5.5210)  -0.656
C (0.8434, 3.5498, 4.8249)  -0.607
H (-0.3544, -0.3754, 4.0399)  0.339
H (0.9591, -2.0327, 5.3365)  0.357
H (3.4206, -1.8238, 5.4709)  0.392
H (4.5689, 0.0249, 4.2939)  0.427
H (3.2605, 1.6759, 3.0114)  0.437
H (1.3700, 4.6559, 1.6615)  0.110
H (1.9657, 6.7039, 2.9056)  0.406
H (1.8318, 6.7364, 5.3751)  0.377
H (1.0974, 4.7158, 6.6010)  0.407
H (0.5182, 2.6670, 5.3642)  0.350
Br (-2.6126, 2.5604, -2.2545)  -0.168
C (-1.0778, 3.6710, -2.4852)  0.739
C (-0.4733, 3.6258, -3.7317)  -0.813
C (0.6587, 4.3852, -3.9712)  -0.382
C (1.1630, 5.1945, -2.9643)  -0.917
C (0.5300, 5.2372, -1.7347)  -0.560
C (-0.6039, 4.4731, -1.4550)  0.250
C (-1.1661, 4.6462, -0.0367)  0.539
O (-0.8492, 5.6617, 0.5471)  -0.679
O (-1.9514, 3.7557, 0.5026)  -0.720
H (-0.8871, 2.9901, -4.5037)  0.450
H (1.1385, 4.3430, -4.9408)  0.453
H (2.0436, 5.7992, -3.1387)  0.401
H (0.8948, 5.8743, -0.9414)  0.490
O (-1.3945, -0.1417, -0.6636)  1.127
P (-0.8708, -1.4164, -1.2609)  -0.909
C (0.1054, -1.0459, -2.7606)  0.219
C (0.8540, 0.2929, -2.6383)  1.195
C (1.8853, 0.4075, -3.7535)  -1.022
C (3.0197, -0.6035, -3.5232)  -1.123
C (2.5017, -1.8999, -2.8726)  -0.099
C (1.0486, -2.1693, -3.2551)  -1.392
C (0.1288, -2.3970, -0.1051)  0.706
C (1.1692, -1.5299, 0.6078)  0.288
C (2.1676, -2.4131, 1.3700)  -0.634
C (1.5245, -3.7200, 1.8524)  -0.888
C (0.0604, -3.4816, 2.2044)  -0.755
C (-0.7506, -3.0902, 0.9544)  -1.021
C (-2.2495, -2.4385, -1.8797)  0.740
C (-1.8237, -3.8227, -2.4272)  -0.855
C (-2.9763, -4.8321, -2.3568)  -0.885
C (-4.2921, -4.1594, -2.7343)  -0.750
C (-4.6593, -3.0717, -1.7034)  -0.861
C (-3.4374, -2.5757, -0.9238)  -0.703
H (-0.6795, -0.9132, -3.5153)  0.629
H (1.3669, 0.3626, -1.6777)  -0.763
H (0.1423, 1.1167, -2.6598)  -0.751
H (2.2817, 1.4234, -3.7980)  0.426
H (1.3979, 0.2246, -4.7179)  0.369
H (3.7780, -0.1542, -2.8776)  0.395
H (3.5155, -0.8312, -4.4696)  0.378
H (2.5861, -1.8362, -1.7848)  -0.384
H (3.1207, -2.7469, -3.1738)  0.635
H (0.7371, -3.1525, -2.8994)  0.343
H (0.9785, -2.2189, -4.3456)  0.687
H (0.6582, -3.1462, -0.7044)  0.864
H (0.6429, -0.8553, 1.2854)  -0.910
H (1.7038, -0.8776, -0.0798)  0.282
H (2.5443, -1.8489, 2.2265)  0.070
H (3.0320, -2.6330, 0.7370)  0.312
H (2.0737, -4.1174, 2.7081)  0.572
H (1.5815, -4.4860, 1.0711)  0.308
H (-0.0021, -2.6843, 2.9486)  0.133
H (-0.3820, -4.3682, 2.6616)  0.491
H (-1.5582, -2.4136, 1.2477)  0.149
H (-1.2212, -3.9759, 0.5214)  0.274
H (-2.5979, -1.8277, -2.7236)  0.647
H (-0.9628, -4.2206, -1.8827)  0.112
H (-1.5096, -3.7164, -3.4690)  0.389
H (-3.0569, -5.2434, -1.3461)  0.285
H (-2.7575, -5.6746, -3.0150)  0.520
H (-5.0932, -4.8955, -2.8117)  0.421
H (-4.1873, -3.7189, -3.7311)  0.347
H (-5.3979, -3.4556, -0.9966)  0.484
H (-5.1292, -2.2228, -2.2059)  0.279
H (-3.1913, -3.2764, -0.1260)  0.278
H (-3.6617, -1.6239, -0.4540)  -0.179
F (-4.1834, 0.5275, -0.7742)  -0.276
C (-3.6880, 1.1429, 0.3683)  -0.012
F (-4.5555, 2.1863, 0.5929)  -0.358
H (-3.8290, 0.4423, 1.1977)  0.367

Cartesian forces, eV/Å:
Ru 0.20 -0.30 -0.82
Se 0.29 0.11 0.18
P 0.06 0.11 -0.22
Se 0.10 -0.42 0.35
C -0.08 -0.08 0.00
C 0.03 0.06 0.04
C 0.03 0.02 0.02
C -0.03 0.00 -0.01
C -0.02 0.02 -0.01
C 0.05 -0.01 0.02
C -0.03 0.05 -0.07
C -0.07 0.03 0.00
C 0.00 0.00 0.01
C -0.01 -0.02 -0.02
C 0.00 -0.01 -0.02
C 0.03 0.01 0.04
H 0.01 -0.01 -0.01
H 0.01 0.01 0.00
H -0.01 0.01 0.00
H -0.01 0.00 -0.01
H -0.01 -0.01 0.00
H 0.02 -0.02 0.02
H 0.00 0.00 0.01
H 0.00 0.00 0.00
H 0.00 0.00 -0.01
H 0.01 0.00 -0.01
Br 0.36 -0.04 0.09
C -0.07 0.16 -0.03
C -0.03 -0.06 -0.05
C 0.03 0.00 -0.02
C -0.02 0.02 0.03
C 0.03 -0.01 -0.03
C 0.03 -0.05 0.08
C -0.09 -0.05 0.01
O -0.02 0.14 0.02
O -0.33 -0.07 -0.15
H 0.00 0.02 0.00
H -0.01 0.00 0.01
H -0.01 -0.01 0.01
H 0.00 0.00 -0.01
O -0.25 0.05 0.60
P -0.03 -0.18 -0.23
C -0.02 -0.04 -0.01
C 0.03 0.00 -0.01
C 0.01 0.01 -0.01
C -0.02 0.01 0.00
C 0.03 -0.01 -0.03
C 0.00 -0.05 -0.03
C -0.01 0.11 0.04
C 0.07 -0.01 -0.01
C 0.00 0.04 0.06
C -0.01 0.00 0.00
C -0.01 -0.01 -0.02
C -0.03 0.01 0.03
C 0.08 0.04 -0.05
C 0.03 -0.03 -0.02
C -0.02 0.00 -0.02
C 0.01 0.01 0.02
C -0.06 0.01 -0.02
C 0.02 -0.03 0.06
H 0.01 0.04 -0.01
H 0.00 0.02 0.00
H -0.03 0.01 0.00
H 0.01 -0.01 0.01
H 0.01 -0.01 0.02
H -0.01 -0.01 0.00
H -0.03 0.00 0.00
H -0.02 0.01 0.00
H 0.01 0.01 0.01
H 0.01 0.05 0.01
H 0.01 0.00 0.01
H -0.06 -0.01 -0.01
H -0.02 -0.04 0.03
H 0.00 0.03 0.01
H 0.00 -0.02 -0.04
H -0.02 -0.02 -0.02
H -0.01 0.01 0.01
H 0.01 0.01 0.01
H 0.02 -0.01 -0.04
H 0.00 0.00 0.00
H 0.00 -0.01 0.01
H 0.03 -0.01 -0.01
H -0.07 0.00 0.03
H -0.04 0.00 0.02
H 0.03 0.00 0.03
H 0.01 0.01 -0.01
H -0.02 0.00 -0.01
H 0.00 0.00 0.00
H 0.02 0.01 0.02
H 0.02 -0.01 0.00
H 0.01 -0.01 0.00
H -0.03 -0.04 -0.03
H 0.00 0.07 0.03
F 0.02 -0.11 -0.12
C 0.01 0.71 0.31
F -0.08 0.01 0.05
H -0.04 -0.20 -0.11